A structure of composition C4H8P2 in a non-equilibrium geometry, computed with ωB97M-V with the def2-TZVPD basis set.

```
! RIJCOSX wB97M-V def2-TZVPD def2/J DEFGRID3
* xyz 0 1
C -1.43 -0.03 -0.54
C 0.94 0.88 -1.16
C -1.85 -0.65 -1.85
C 2.40 1.12 -1.21
P 0.28 -0.06 0.10
P -2.30 1.03 0.44
H 0.25 1.10 -2.08
H -0.98 -1.33 -2.22
H -1.86 0.19 -2.73
H -2.80 -1.03 -1.89
H 2.82 0.75 -0.22
H 2.80 2.21 -1.37
H 2.65 0.65 -2.16
H -3.44 1.39 -0.38
*
```

HOMO-LUMO gap (eV): 8.32
Relative energy (zero: lowest compared OMol25 entry of this formula, charge and spin) (kJ/mol): 253.6

***

A cluster of 2 separate species, C6H10N2O in total in a non-equilibrium geometry, computed with ωB97M-V with the def2-TZVPD basis set.

```
! RIJCOSX wB97M-V def2-TZVPD def2/J DEFGRID3
* xyz 0 1
C 1.55 -1.45 -0.92
C 1.25 -0.50 0.24
N 2.36 0.43 0.38
C 0.01 0.37 -0.04
O -0.21 1.23 1.01
C -1.24 -0.56 -0.24
N -1.61 -1.67 -0.25
H 1.72 -0.89 -1.83
H 2.45 -2.03 -0.69
H 0.74 -2.16 -1.07
H 1.04 -1.08 1.15
H 2.19 1.08 1.14
H 3.23 -0.07 0.57
H 0.12 0.91 -0.99
H -1.21 1.52 1.01
C -2.91 0.73 -0.27
C -2.85 1.55 0.65
H -3.33 0.39 -1.18
H -3.30 2.21 1.36
*
```

Structure (SMILES): C[C@@H](N)[C@H](O)C#N.C#C
HOMO-LUMO gap (eV): 9.16
Relative energy (zero: lowest compared OMol25 entry of this formula, charge and spin) (kJ/mol): 444.6

***

A structure of composition C16H9Br2F3IrN2OS, computed with ωB97M-V with the def2-TZVPD basis set.

```
! RIJCOSX wB97M-V def2-TZVPD def2/J DEFGRID3
* xyz 1 1
Ir -0.47 -1.20 -0.47
F 4.32 -2.10 3.55
C 3.07 -1.85 3.17
F 2.26 -2.64 3.88
F 2.78 -0.58 3.50
C 2.88 -2.07 1.69
C 3.88 -2.62 0.90
C 3.67 -2.81 -0.47
C 2.47 -2.43 -1.01
N 1.50 -1.91 -0.24
C 1.69 -1.73 1.08
S 0.22 -1.02 1.70
H 4.82 -2.90 1.35
H 4.44 -3.24 -1.09
H 2.25 -2.54 -2.07
C 1.40 1.54 -0.56
C -0.08 1.74 -0.63
C -0.59 3.06 -0.66
C -1.93 3.30 -0.75
C -2.83 2.23 -0.83
C -4.25 2.31 -0.93
Br -5.09 3.99 -0.99
C -5.01 1.17 -0.99
C -4.41 -0.10 -0.94
Br -5.48 -1.64 -1.02
C -3.05 -0.22 -0.86
O -2.35 -1.37 -0.80
C -2.28 0.95 -0.80
N -0.92 0.72 -0.69
H 1.90 2.18 -1.28
H 1.68 0.51 -0.75
H 1.76 1.82 0.44
H 0.12 3.87 -0.61
H -2.30 4.32 -0.76
H -6.08 1.25 -1.06
*
```

HOMO-LUMO gap (eV): 6.69

***

The ion C10H10N3O2 with charge +1 in a non-equilibrium geometry, computed with ωB97M-V with the def2-TZVPD basis set.

```
! RIJCOSX wB97M-V def2-TZVPD def2/J DEFGRID3
* xyz 1 1
N 0.74 -0.69 -3.35
C 0.69 -0.10 -2.19
C 0.15 1.35 -2.10
N 0.04 1.50 -0.67
C -1.30 1.21 -0.33
O -2.26 1.60 -0.94
C -1.32 0.51 1.02
C -2.41 0.20 1.80
C -2.07 -0.37 3.04
C -0.76 -0.84 3.29
C 0.31 -0.61 2.45
C -0.01 0.09 1.26
C 0.85 0.60 0.00
O 2.08 1.04 0.36
N 1.11 -0.44 -1.04
H 0.45 -0.19 -4.17
H 0.94 -1.67 -3.53
H 0.81 2.02 -2.65
H -0.77 1.53 -2.54
H -3.23 0.83 1.48
H -2.84 -0.59 3.79
H -0.59 -1.32 4.19
H 1.29 -0.90 2.71
H 2.21 1.81 0.93
H 1.72 -1.23 -0.89
*
```

Structure (SMILES): [NH2+]=C1CN2C(=O)c3ccccc3[C@@]2(O)N1
HOMO-LUMO gap (eV): 9.75
Relative energy (zero: lowest compared OMol25 entry of this formula, charge and spin) (kJ/mol): 0.0

***

An isolated molecule of C14H22N2O2 in a non-equilibrium geometry, computed with ωB97M-V with the def2-TZVPD basis set.

```
! RIJCOSX wB97M-V def2-TZVPD def2/J DEFGRID3
* xyz 0 1
C 2.15 1.44 -4.51
C 1.76 1.21 -3.05
C 2.98 0.88 -2.20
C 2.59 0.65 -0.74
C 1.57 -0.49 -0.62
N 1.28 -0.69 0.79
C 0.62 -1.93 1.13
C 0.18 -1.89 2.60
N -1.17 -1.40 2.77
C -1.50 -0.09 2.68
O -0.71 0.81 2.50
C -2.94 0.17 2.86
C -3.62 1.36 2.87
C -4.98 1.04 3.08
C -5.03 -0.32 3.19
O -3.81 -0.86 3.06
C 0.34 -0.15 -1.47
C 0.73 0.09 -2.93
H 2.87 2.25 -4.59
H 2.60 0.54 -4.92
H 1.28 1.69 -5.10
H 1.31 2.13 -2.66
H 3.71 1.69 -2.26
H 3.46 -0.02 -2.59
H 2.15 1.56 -0.33
H 3.47 0.40 -0.15
H 2.02 -1.41 -0.99
H 0.76 0.10 1.16
H -0.26 -2.16 0.51
H 1.35 -2.74 0.98
H 0.23 -2.89 3.04
H 0.86 -1.23 3.14
H -1.92 -2.07 2.83
H -3.18 2.33 2.74
H -5.80 1.72 3.15
H -5.85 -0.99 3.35
H -0.39 -0.96 -1.42
H -0.13 0.75 -1.07
H -0.16 0.33 -3.51
H 1.16 -0.83 -3.34
*
```

Structure (SMILES): C[C@H]1CC[C@H](NCCNC(=O)c2ccco2)CC1
HOMO-LUMO gap (eV): 9.03
Relative energy (zero: lowest compared OMol25 entry of this formula, charge and spin) (kJ/mol): 235.8

***

An isolated molecule of C5H8N2, computed with ωB97M-V with the def2-TZVPD basis set.

```
! RIJCOSX wB97M-V def2-TZVPD def2/J DEFGRID3
* xyz 0 1
H 2.05 -1.33 2.09
N 2.39 -0.94 1.21
C 1.36 -0.56 0.59
C 1.12 0.14 -0.76
C -0.37 0.13 -0.39
C -1.37 1.19 -0.68
N -0.72 -1.29 -0.22
C -0.10 -0.54 0.91
H 1.54 1.15 -0.78
H 1.40 -0.41 -1.66
H -0.97 2.17 -0.39
H -1.61 1.22 -1.75
H -2.29 1.02 -0.12
H -1.72 -1.34 -0.02
H -0.61 -0.42 1.86
*
```

Structure (SMILES): [H]/N=C1/C[C@@]2(C)N[C@@H]12
HOMO-LUMO gap (eV): 10.08
Relative energy (zero: lowest compared OMol25 entry of this formula, charge and spin) (kJ/mol): 222.4

***

The ion C4H4Br2NO2 with charge -1 in a non-equilibrium geometry, computed with ωB97M-V with the def2-TZVPD basis set.

```
! RIJCOSX wB97M-V def2-TZVPD def2/J DEFGRID3
* xyz -1 1
O 1.82 1.44 1.89
C 0.78 1.47 1.24
O 0.00 2.32 0.84
C 0.18 -0.04 0.78
C -0.74 -0.16 -0.46
N 0.05 -1.34 -0.96
Br 0.31 -1.31 -2.74
C 1.27 -0.90 0.19
Br 1.93 -2.45 1.12
H -0.16 -0.53 1.76
H -1.81 -0.36 -0.27
H -0.68 0.75 -1.14
H 2.25 -0.59 -0.35
*
```

Structure (SMILES): O=C([O-])[C@H]1CN(Br)[C@@H]1Br
HOMO-LUMO gap (eV): 7.39

***

A structure of composition C34H75BrF4N6NbO3P2SSi in a non-equilibrium geometry, computed with ωB97M-V with the def2-TZVPD basis set.

```
! RIJCOSX wB97M-V def2-TZVPD def2/J DEFGRID3
* xyz -1 1
C -5.37 -6.42 2.68
C -6.70 -5.51 2.48
O -7.15 -5.40 1.12
Nb -6.14 -4.11 -0.14
S -7.29 -5.34 -2.07
Br -8.29 -2.51 0.00
C -5.35 -2.69 -1.71
C -3.81 -2.26 -1.59
C -3.15 -1.70 -2.96
C -1.87 -2.54 -3.45
C -0.49 -2.13 -2.76
C -0.54 -2.01 -1.17
C 0.80 -1.39 -0.51
C 0.42 -0.89 0.98
Si -0.21 0.94 1.04
C 0.45 2.01 -0.43
C -2.14 0.96 0.92
C 0.35 1.66 2.75
C 1.45 2.78 2.87
C 1.85 3.30 4.27
C 1.11 2.72 5.52
C 0.03 1.61 5.43
C -0.34 1.06 4.03
C -5.04 -3.00 1.50
C -5.95 -1.93 2.32
C -5.95 -0.47 1.65
F -5.23 -1.76 3.61
C -4.38 -5.60 -0.48
F -3.89 -5.41 -1.84
F -3.26 -5.32 0.36
F -4.80 -6.97 -0.45
H -5.38 -7.36 2.03
H -5.46 -6.81 3.77
H -4.40 -5.83 2.65
H -6.68 -4.54 3.09
H -7.52 -6.15 3.01
H -8.66 -5.22 -1.90
H -6.01 -1.73 -1.75
H -5.47 -3.16 -2.76
H -3.12 -3.06 -1.14
H -3.77 -1.37 -0.85
H -3.91 -1.63 -3.82
H -2.79 -0.62 -2.77
H -2.10 -3.65 -3.30
H -1.75 -2.32 -4.58
H 0.26 -2.98 -3.00
H -0.03 -1.16 -3.16
H -0.75 -2.98 -0.61
H -1.39 -1.28 -0.86
H 1.21 -0.57 -1.19
H 1.58 -2.24 -0.52
H 1.26 -1.09 1.74
H -0.49 -1.53 1.30
H 1.60 1.94 -0.45
H 0.07 3.10 -0.35
H 0.01 1.56 -1.38
H -2.62 0.04 1.40
H -2.43 1.00 -0.20
H -2.49 1.91 1.48
H 1.91 3.12 1.89
H 2.68 4.09 4.35
H 1.42 3.11 6.56
H -0.52 1.16 6.33
H -1.12 0.25 3.88
H -4.60 -3.68 2.33
H -4.13 -2.38 1.14
H -6.97 -2.32 2.61
H -5.16 -0.46 0.81
H -6.98 -0.12 1.30
H -5.57 0.29 2.43
O -0.95 2.70 -3.65
P -1.06 3.04 -5.15
N -1.69 1.51 -5.54
C -1.12 0.36 -6.20
C -3.07 1.26 -5.14
N 0.62 3.30 -5.34
C 1.59 2.35 -5.85
C 1.25 4.03 -4.22
N -1.24 3.51 -6.87
C -2.42 4.36 -7.07
C -0.98 2.78 -8.08
H -1.67 0.14 -7.12
H -1.17 -0.53 -5.57
H -0.08 0.48 -6.48
H -3.76 1.53 -5.95
H -3.34 1.84 -4.26
H -3.24 0.21 -4.89
H 1.48 1.36 -5.38
H 2.62 2.67 -5.66
H 1.54 2.25 -6.93
H 1.51 3.35 -3.40
H 0.58 4.80 -3.83
H 2.16 4.54 -4.56
H -3.34 3.76 -7.14
H -2.34 4.96 -7.97
H -2.54 5.05 -6.23
H -1.85 2.21 -8.43
H -0.13 2.10 -8.03
H -0.71 3.49 -8.88
O 5.51 2.73 4.81
P 6.71 1.80 5.10
N 7.74 2.68 4.07
C 8.28 2.40 2.77
C 8.19 3.98 4.57
N 5.93 0.41 4.48
C 6.09 -0.13 3.14
C 4.51 0.31 4.85
N 8.09 0.74 5.52
C 8.65 1.08 6.83
C 9.13 0.17 4.70
H 9.38 2.35 2.81
H 8.02 3.19 2.05
H 7.94 1.47 2.34
H 9.14 3.87 5.11
H 7.46 4.42 5.25
H 8.34 4.70 3.75
H 6.00 0.64 2.37
H 5.32 -0.88 2.91
H 7.02 -0.68 3.03
H 3.87 0.90 4.18
H 4.34 0.65 5.88
H 4.18 -0.74 4.82
H 9.33 1.94 6.77
H 9.19 0.24 7.27
H 7.85 1.34 7.53
H 10.00 0.83 4.62
H 8.82 -0.08 3.69
H 9.47 -0.77 5.14
*
```

HOMO-LUMO gap (eV): 5.28

***

A cluster of 11 separate species, H24NO10 in total in a non-equilibrium geometry, computed with ωB97M-V with the def2-TZVPD basis set.

```
! RIJCOSX wB97M-V def2-TZVPD def2/J DEFGRID3
* xyz 1 1
N 3.24 5.72 27.73
H 4.20 5.92 28.05
H 2.47 6.48 27.86
H 3.03 4.96 28.22
H 3.17 5.58 26.79
O 1.13 5.03 30.17
H 0.83 5.85 29.97
H 1.10 4.86 31.15
O 3.11 1.79 30.21
H 3.62 1.87 31.03
H 2.97 2.75 29.84
O 0.66 7.09 26.75
H -0.10 7.51 27.19
H 0.74 7.68 26.09
O 4.73 7.66 29.94
H 4.89 7.93 30.82
H 5.62 7.95 29.75
O 1.98 8.06 29.78
H 1.73 8.83 29.23
H 3.01 8.04 29.56
O 4.98 3.86 29.80
H 5.34 3.20 29.17
H 5.77 4.23 30.14
O 4.22 7.87 26.16
H 4.96 8.25 25.82
H 4.02 8.60 26.74
O 4.10 4.25 24.97
H 4.09 3.38 24.65
H 5.00 4.13 25.56
O 1.37 3.01 27.07
H 1.86 2.24 26.57
H 1.12 2.54 27.78
O 0.07 4.75 25.43
H 0.50 3.93 25.81
H 0.46 5.56 26.04
*
```

HOMO-LUMO gap (eV): 9.06
Relative energy (zero: lowest compared OMol25 entry of this formula, charge and spin) (kJ/mol): 398.6

***

A structure of composition C13H22I2NOSSb2Ti, computed with ωB97M-V with the def2-TZVPD basis set.

```
! RIJCOSX wB97M-V def2-TZVPD def2/J DEFGRID3
* xyz 2 2
Ti -1.73 2.88 0.06
I -4.14 3.88 -1.17
C -5.03 2.03 -0.58
I -3.49 0.58 -0.05
H -5.59 1.66 -1.43
H -5.65 2.23 0.28
C 2.12 2.96 -1.05
Sb 0.99 2.04 0.50
C 1.68 3.11 2.20
C 1.91 0.14 0.86
C 2.01 -0.79 -0.32
C 2.80 -0.41 -1.41
C 2.96 -1.24 -2.50
C 2.34 -2.48 -2.51
C 1.59 -2.88 -1.42
C 1.41 -2.05 -0.31
C 0.59 -2.56 0.83
Sb -1.48 -1.96 0.65
C -2.31 -3.12 2.23
C -1.97 -3.22 -1.00
H 3.17 2.92 -0.79
H 1.80 4.00 -1.13
H 1.95 2.45 -1.99
H 2.77 3.04 2.22
H 1.26 2.67 3.10
H 1.41 4.17 2.15
H 1.37 -0.28 1.70
H 2.90 0.44 1.22
H 3.33 0.53 -1.38
H 3.59 -0.93 -3.33
H 2.47 -3.15 -3.35
H 1.14 -3.87 -1.42
H 0.95 -2.25 1.81
H 0.56 -3.65 0.83
H -1.94 -4.14 2.15
H -3.40 -3.13 2.13
H -2.04 -2.69 3.19
H -1.73 -4.25 -0.73
H -1.41 -2.93 -1.88
H -3.04 -3.15 -1.21
O -1.00 4.69 -0.22
S -1.30 5.01 1.29
N -1.84 3.71 1.82
*
```

HOMO-LUMO gap (alpha / beta) (eV): 5.29 / 4.97
⟨S²⟩: 0.7689
Relative energy (zero: lowest compared OMol25 entry of this formula, charge and spin) (kJ/mol): 101.4

***

A cluster of 2 separate species, C2H7NO3 in total in a non-equilibrium geometry, computed with ωB97M-V with the def2-TZVPD basis set.

```
! RIJCOSX wB97M-V def2-TZVPD def2/J DEFGRID3
* xyz 0 1
O -0.69 -1.24 -1.87
C -1.31 -1.26 -0.83
N -1.25 -0.22 -0.01
C -0.16 0.69 -0.22
O -0.60 2.05 -0.19
H -1.96 -2.13 -0.36
H -2.10 0.17 0.31
H 0.29 0.57 -1.18
H 0.43 0.54 0.66
H -0.64 2.44 0.69
O 3.24 -0.20 2.24
H 2.48 -0.72 1.96
H 3.49 -0.85 2.88
*
```

Structure (SMILES): O=CNCO.O
HOMO-LUMO gap (eV): 10.58
Relative energy (zero: lowest compared OMol25 entry of this formula, charge and spin) (kJ/mol): 192.4

***

A cluster of 2 separate species, C2H7N3O2 in total, computed with ωB97M-V with the def2-TZVPD basis set.

```
! RIJCOSX wB97M-V def2-TZVPD def2/J DEFGRID3
* xyz 0 1
N -0.44 -2.80 0.10
C 0.19 -1.92 -0.56
N 1.54 -1.56 -0.41
N -0.49 -1.10 -1.44
H 0.20 -3.36 0.66
H 2.02 -2.18 0.23
H 2.06 -1.41 -1.26
H 0.03 -0.62 -2.16
H -1.33 -1.54 -1.79
O -0.49 3.54 0.43
C -0.63 2.37 0.59
O 0.14 1.65 1.43
H -1.39 1.77 0.07
H -0.12 0.72 1.35
*
```

Structure (SMILES): N=C(N)N.O=CO
HOMO-LUMO gap (eV): 10.06
Relative energy (zero: lowest compared OMol25 entry of this formula, charge and spin) (kJ/mol): 91.5